# 1
{
  "formula": "C32H45BrNO",
  "method": "ωB97M-V/def2-TZVPD",
  "species": ["C", "C", "C", "C", "C", "C", "C", "C", "C", "C", "C", "C", "C", "C", "C", "C", "C", "C", "C", "O", "C", "C", "C", "C", "Br", "C", "C", "C", "C", "C", "C", "C", "C", "C", "N", "H", "H", "H", "H", "H", "H", "H", "H", "H", "H", "H", "H", "H", "H", "H", "H", "H", "H", "H", "H", "H", "H", "H", "H", "H", "H", "H", "H", "H", "H", "H", "H", "H", "H", "H", "H", "H", "H", "H", "H", "H", "H", "H", "H", "H"],
  "xyz": [[2.28389, -1.32013, 4.54246], [2.68176, -1.46588, 2.94729], [3.98050, -2.42347, 2.65521], [5.16120, -1.48266, 1.97289], [4.86891, -1.11020, 0.38931], [5.77585, 0.21236, 0.01845], [5.13656, 1.17599, -1.14464], [4.88429, 2.71829, -0.62724], [3.30821, 3.20445, -0.72453], [2.30819, 2.24771, 0.20269], [1.06060, 1.62884, -0.69717], [0.83316, 0.00629, -0.46688], [1.23307, -0.92168, -1.75792], [0.36916, -0.58780, -3.13008], [-1.21440, -0.44098, -2.62318], [-2.00632, 0.97574, -2.84263], [-3.54227, 1.06894, -2.27666], [-4.34365, 2.48275, -2.49198], [-3.70963, 3.77634, -3.27765], [-3.61156, 5.00605, -2.46431], [-2.96593, 4.64539, -1.18515], [-5.86535, 2.57810, -1.89235], [-6.48443, 1.25969, -1.14489], [-5.67100, -0.18478, -0.91749], [-6.69590, -1.56612, 0.08229], [-4.16577, -0.28061, -1.52821], [-3.30866, -1.65614, -1.40459], [-3.75113, -3.08773, -0.75983], [-3.58201, -3.05362, 0.90397], [-3.58632, -1.66228, 1.79599], [-3.34999, -1.86641, 3.43375], [-3.11021, -3.36709, 4.12401], [-3.12717, -4.75529, 3.21017], [-3.36267, -4.56149, 1.59381], [-1.87242, -1.63346, -1.97000], [1.97763, -2.34782, 5.03821], [1.36388, -0.57958, 4.59012], [3.15373, -0.78607, 5.14906], [2.93394, -0.39029, 2.54900], [1.73222, -1.84308, 2.34166], [4.35412, -3.00424, 3.60035], [3.65637, -3.21710, 1.83610], [6.20370, -2.03539, 2.13545], [5.15005, -0.45684, 2.58297], [3.73759, -0.93286, 0.14099], [5.22646, -2.02992, -0.26815], [6.82849, -0.16556, -0.37546], [5.97844, 0.80921, 1.00601], [5.90637, 1.21189, -2.04332], [4.15507, 0.68402, -1.57696], [5.18791, 2.80021, 0.51699], [5.55698, 3.48473, -1.24678], [2.96830, 3.22287, -1.86872], [3.28607, 4.32924, -0.37103], [1.89358, 2.97265, 1.05372], [2.98612, 1.43301, 0.69893], [1.34307, 1.76514, -1.82654], [0.04947, 2.17206, -0.39530], [1.59018, -0.29461, 0.40586], [-0.24557, -0.23302, -0.01553], [1.11853, -2.05566, -1.41438], [2.38459, -0.71876, -1.98159], [0.78251, 0.38441, -3.63353], [0.48629, -1.55490, -3.82002], [-1.41429, 1.84180, -3.38871], [-2.66799, 3.58463, -3.77610], [-4.45543, 4.03309, -4.17187], [-2.42135, 5.62446, -0.77596], [-3.84670, 4.32873, -0.44841], [-2.15731, 3.79099, -1.29775], [-6.45153, 3.59503, -2.01911], [-7.58801, 1.38695, -0.70619], [-2.98319, -3.93283, -1.10937], [-4.81177, -3.48461, -1.09608], [-3.73873, -0.59522, 1.30075], [-3.29877, -0.95667, 4.19072], [-2.90785, -3.52040, 5.28367], [-2.94420, -5.83430, 3.63242], [-3.35151, -5.53840, 0.92677], [-1.26602, -2.50611, -1.89774]],
  "mulliken_charge": [-1.126, 0.254, -0.532, -0.789, 0.300, -0.862, 0.245, -0.786, -0.786, 0.251, -0.218, 0.694, -0.628, -0.760, -0.025, -0.781, 0.598, 0.207, -0.420, -0.340, -0.255, -0.406, -0.400, -0.280, -0.065, 0.619, 0.397, -1.023, 0.630, -0.083, -0.615, -0.334, -0.385, -0.358, 0.055, 0.303, 0.297, 0.269, -0.168, 0.158, 0.343, 0.230, 0.318, 0.274, -0.330, 0.354, 0.303, 0.342, 0.452, -0.327, 0.272, 0.323, 0.252, 0.307, 0.435, -0.338, 0.059, -0.053, -0.718, 0.236, 0.322, 0.200, 0.298, 0.373, 0.021, 0.204, 0.334, 0.258, 0.221, 0.003, 0.363, 0.269, 0.399, 0.381, 0.251, 0.277, 0.304, 0.307, 0.236, 0.398],
  "charge": 1,
  "homo_lumo_gap_ev": 6.09,
  "energy_ev": -107460.77918,
  "homo_energy_ev": -10.996,
  "multiplicity": 1
}


# 2
{
  "formula": "C32H46BrHfN3P2",
  "method": "ωB97M-V/def2-TZVPD",
  "species": ["N", "C", "C", "C", "C", "C", "C", "Hf", "P", "C", "C", "C", "C", "C", "C", "C", "Br", "H", "H", "H", "H", "H", "H", "H", "H", "H", "H", "P", "C", "C", "H", "H", "H", "H", "H", "C", "C", "H", "H", "H", "H", "H", "C", "C", "H", "H", "H", "H", "H", "C", "C", "H", "H", "H", "H", "H", "C", "C", "H", "H", "H", "H", "H", "C", "C", "H", "H", "H", "H", "H", "N", "C", "N", "C", "C", "C", "C", "C", "C", "H", "H", "H", "H", "H", "H"],
  "xyz": [[-4.89183, -1.11061, 3.41153], [-3.89342, -0.37621, 3.93042], [-3.08340, 0.45273, 3.14770], [-3.40581, 0.58687, 1.75856], [-4.45070, -0.19254, 1.22393], [-5.18935, -0.99372, 2.11023], [-2.64722, 1.47346, 0.91568], [-0.06473, 0.60773, -0.58032], [2.46463, 0.58438, -1.49809], [-2.61083, 1.30692, -0.46669], [-2.04194, 2.29424, -1.36481], [-2.02220, 1.99966, -2.74409], [-0.99708, 2.52346, -3.51944], [-0.05506, 3.29320, -2.83002], [-0.19698, 3.82247, -1.54525], [-1.28803, 3.35442, -0.79361], [1.51412, 3.94482, -3.90862], [-2.26362, 2.36552, 1.42376], [-3.17678, 0.44389, -0.86369], [-2.19584, 0.94142, 3.58548], [-4.63854, -0.22930, 0.15672], [-3.68476, -0.49384, 5.01113], [-5.99750, -1.60112, 1.71328], [-2.77873, 1.30702, -3.11614], [-1.53846, 3.71955, 0.21986], [-0.86641, 2.30642, -4.58621], [0.53142, 4.51498, -1.10626], [-0.41247, -1.82338, -0.71330], [3.05608, 2.18146, -0.78702], [3.75985, 3.06276, -1.78697], [3.69368, 1.94106, 0.07267], [2.20350, 2.74588, -0.36594], [3.97998, 4.04174, -1.33577], [4.69636, 2.66194, -2.20494], [3.04221, 3.26819, -2.60757], [2.07384, 0.60316, -3.30613], [3.24014, 0.66947, -4.29172], [1.43762, 1.49800, -3.43753], [1.41512, -0.25642, -3.55926], [2.83263, 0.92500, -5.27690], [3.97925, 1.45148, -4.05742], [3.75485, -0.30114, -4.39469], [3.81789, -0.63372, -1.36944], [5.18090, -0.00125, -1.61002], [3.59753, -1.44224, -2.08514], [3.74684, -1.06145, -0.35773], [5.93086, -0.79339, -1.52841], [5.29510, 0.43066, -2.61544], [5.39257, 0.75606, -0.84296], [0.52271, -3.25939, -0.00701], [2.02862, -3.26694, -0.16570], [0.05086, -4.09706, -0.55474], [0.25581, -3.35356, 1.05308], [2.35992, -4.26461, 0.16029], [2.36415, -3.10683, -1.19774], [2.54226, -2.53190, 0.47371], [-0.27167, -2.42791, -2.46296], [-1.26285, -1.76013, -3.40477], [-0.44656, -3.51495, -2.37571], [0.77358, -2.27056, -2.77841], [-1.18946, -2.23274, -4.39405], [-2.29962, -1.88577, -3.04786], [-1.08413, -0.67905, -3.54262], [-2.09055, -2.53898, -0.29102], [-2.36465, -2.93127, 1.15963], [-2.15343, -3.43360, -0.93732], [-2.85984, -1.82586, -0.62765], [-3.40300, -3.29267, 1.23106], [-1.70050, -3.72796, 1.52338], [-2.28596, -2.09482, 1.86774], [0.54566, -0.57613, 3.57140], [0.20530, -0.79553, 2.30493], [0.34295, 0.32519, 1.54966], [0.81394, 1.34069, 2.45416], [0.85802, 2.74112, 2.29966], [0.98195, 3.48524, 3.49464], [1.09020, 2.84869, 4.74567], [1.03730, 1.45734, 4.88699], [0.94581, 0.76780, 3.70430], [0.45752, -1.24350, 4.34251], [-0.08569, -1.77425, 1.93137], [0.79451, 3.19355, 1.29670], [1.02317, 4.58037, 3.46536], [1.24271, 3.45864, 5.62314], [1.07928, 0.87533, 5.81189]],
  "mulliken_charge": [-0.418, -0.603, -0.322, 0.008, -0.252, -0.768, 0.340, 0.472, 0.986, -0.587, -0.484, -0.272, -0.016, -0.410, -0.301, -0.449, 0.001, 0.352, 0.323, 0.512, 0.787, 0.387, 0.450, 0.677, 0.636, 0.588, 0.599, 0.675, 0.333, -0.628, 0.648, -0.393, 0.486, 0.300, -0.471, 0.514, -1.616, -0.525, 0.219, 0.457, 0.289, 0.410, -0.367, -1.357, 0.489, 0.337, 0.473, 0.273, 0.369, -1.023, -1.332, 0.771, 0.644, 0.508, 0.334, 0.185, -1.021, -1.122, 0.705, 0.551, 0.495, 0.264, 0.244, -0.597, -1.377, 0.646, 0.441, 0.409, 0.392, 0.262, 0.156, -1.453, 1.007, 0.762, -0.538, -0.945, -0.735, -0.969, 0.529, 0.341, 0.506, 0.330, 0.489, 0.482, 0.512],
  "charge": 4,
  "homo_lumo_gap_ev": 5.41,
  "energy_ev": -128285.48738,
  "homo_energy_ev": -19.521,
  "multiplicity": 1
}